Computed, not measured: a cluster of 5 separate species, C5H20 in total in a non-equilibrium geometry, with ωB97M-V/def2-TZVPD.

```
25
Properties=species:S:1:pos:R:3:mulliken_charge:R:1
C -1.790 4.725 -0.672 -0.965
H -1.236 3.835 -0.362 0.225
H -2.354 5.026 0.196 0.240
H -1.040 5.414 -1.052 0.281
H -2.342 4.398 -1.549 0.219
C 0.215 0.303 4.365 -0.895
H -0.688 -0.205 4.700 0.241
H 0.659 -0.471 3.732 0.201
H -0.102 1.204 3.858 0.220
H 1.007 0.529 5.069 0.233
C 4.191 -2.859 1.793 -0.916
H 5.264 -2.974 1.895 0.247
H 3.795 -2.476 0.858 0.218
H 3.705 -3.813 1.997 0.234
H 3.855 -2.173 2.574 0.217
C 1.209 -3.204 -4.286 -0.947
H 1.094 -3.429 -3.218 0.232
H 0.850 -4.082 -4.806 0.236
H 0.456 -2.417 -4.397 0.242
H 2.144 -2.687 -4.458 0.236
C -3.797 1.021 -1.303 -0.962
H -4.307 1.847 -1.796 0.235
H -4.038 1.104 -0.236 0.249
H -3.982 -0.007 -1.566 0.272
H -2.768 1.391 -1.337 0.207
```

## Properties
Energy above the lowest of the compared OMol25 structures with the same formula, charge and spin in kJ/mol: 75.02
Kohn-Sham gap in eV: 13.32
Maximum force in hartree/bohr: 0.046
Spin multiplicity: 1

Computed, not measured: a structure of composition C7H4BeO5 in a non-equilibrium geometry, with ωB97M-V/def2-TZVPD.

```
17
Properties=species:S:1:pos:R:3:mulliken_charge:R:1
Be -0.477 -0.194 0.651 -0.622
O 1.571 -1.064 2.194 -0.089
C 0.720 -0.678 1.495 0.502
C -1.690 0.281 -0.161 0.515
O -2.654 0.624 -0.728 -0.099
C -0.601 -1.564 0.055 0.648
O -0.907 -2.685 -0.125 -0.082
C -0.214 1.215 1.101 0.624
O -0.224 2.214 1.716 -0.081
C 1.830 0.305 -1.405 -0.597
H 2.449 0.992 -0.810 0.359
H 2.214 -0.724 -1.460 0.358
C 0.786 0.722 -2.126 -0.556
H 0.235 0.062 -2.820 0.350
H 0.472 1.780 -2.167 0.351
O -2.103 -0.774 2.750 -0.102
C -1.407 -0.514 1.840 0.522
```

## Properties
Kohn-Sham gap in eV: 6.09
Maximum force in hartree/bohr: 0.317
Spin multiplicity: 1
Net charge: +2

Computed, not measured: the molecule C4H7NO2 in a non-equilibrium geometry, with ωB97M-V/def2-TZVPD.

```
14
Properties=species:S:1:pos:R:3:mulliken_charge:R:1
C -1.336 -1.305 -0.088 -1.068
C -0.386 -0.156 -0.142 0.429
N -0.482 1.045 0.291 -0.337
O -1.690 1.481 0.752 -0.419
C 0.975 -0.164 -0.758 0.142
C 1.886 0.520 0.113 -0.429
O 2.080 -0.918 -0.374 -0.466
H -2.278 -1.120 -0.612 0.328
H -0.850 -2.189 -0.511 0.326
H -1.569 -1.514 0.961 0.293
H -1.415 2.293 1.207 0.382
H 0.963 0.114 -1.812 0.303
H 2.400 1.435 -0.206 0.266
H 1.699 0.479 1.178 0.250
```

## Properties
Energy above the lowest of the compared OMol25 structures with the same formula, charge and spin in kJ/mol: 456.72
Kohn-Sham gap in eV: 10.54
Maximum force in hartree/bohr: 0.027
Spin multiplicity: 1

Computed, not measured: the molecule C26H18N4O2 in a non-equilibrium geometry, with ωB97M-V/def2-TZVPD.

```
50
Properties=species:S:1:pos:R:3:mulliken_charge:R:1
O -8.042 0.817 2.479 -0.546
C -6.696 0.810 2.246 0.967
C -6.103 1.820 1.484 -0.537
C -4.717 1.803 1.203 -0.776
C -3.931 0.750 1.745 0.180
C -2.467 0.732 1.550 0.390
N -1.639 -0.079 2.176 -0.761
C -0.356 0.215 1.693 1.300
C 0.903 -0.447 2.135 0.006
C 0.930 -1.522 3.009 -0.461
C 2.369 -1.831 3.187 -0.564
C 3.046 -0.868 2.496 -0.470
O 2.204 -0.033 1.837 -0.258
C -0.428 1.250 0.774 -0.325
C 0.622 1.927 0.012 0.203
C 0.787 3.284 0.147 -0.637
C 1.784 3.949 -0.592 -0.544
N 2.608 3.299 -1.459 -0.758
C 2.419 1.967 -1.560 -0.661
N 3.092 1.039 -2.353 -0.009
C 2.581 -0.260 -2.178 -0.266
C 3.042 -1.478 -2.880 0.726
C 3.929 -1.442 -3.957 -0.396
C 4.309 -2.623 -4.629 -0.659
C 3.756 -3.859 -4.248 -0.330
C 2.889 -3.913 -3.193 -0.764
C 2.563 -2.749 -2.493 -0.280
C 1.562 -0.137 -1.246 -0.316
C 1.474 1.279 -0.844 0.956
N -1.756 1.541 0.732 0.042
C -4.559 -0.237 2.510 -0.495
C -5.938 -0.215 2.760 -0.614
H -8.462 1.506 1.955 0.279
H -6.708 2.663 1.126 0.235
H -4.291 2.582 0.617 0.294
H 0.047 -2.020 3.405 0.533
H 2.807 -2.607 3.818 0.410
H 4.149 -0.772 2.494 0.412
H 0.128 3.890 0.787 0.459
H 1.945 5.010 -0.412 0.380
H 3.943 1.266 -2.880 0.252
H 4.313 -0.469 -4.265 0.284
H 5.023 -2.604 -5.458 0.348
H 4.001 -4.772 -4.764 0.391
H 2.500 -4.868 -2.859 0.369
H 1.884 -2.863 -1.679 0.340
H 0.968 -0.938 -0.803 0.500
H -2.176 2.239 0.130 0.284
H -3.933 -1.045 2.883 0.462
H -6.373 -0.988 3.359 0.429
```

## Properties
Kohn-Sham gap in eV: 7.65
Maximum force in hartree/bohr: 0.066
Spin multiplicity: 1

Computed, not measured: the molecule C5H11NO, with ωB97M-V/def2-TZVPD.

```
18
Properties=species:S:1:pos:R:3:mulliken_charge:R:1
C -2.697 0.145 -0.482 -1.300
C -1.191 -0.080 -0.426 -0.195
C -0.608 -0.246 0.979 -0.681
N 0.835 -0.444 0.901 -0.250
C 1.604 0.532 0.322 0.714
C 2.866 0.041 -0.355 -1.072
O 1.255 1.699 0.281 -0.611
H -3.021 0.262 -1.522 0.341
H -3.257 -0.695 -0.053 0.328
H -2.982 1.057 0.055 0.333
H -0.919 -0.967 -1.014 0.243
H -0.682 0.776 -0.882 0.333
H -0.809 0.637 1.592 0.283
H -1.040 -1.112 1.493 0.373
H 1.148 -1.395 0.773 0.266
H 2.620 -0.110 -1.414 0.243
H 3.238 -0.905 0.049 0.337
H 3.641 0.806 -0.297 0.313
```

## Properties
Energy above the lowest of the compared OMol25 structures with the same formula, charge and spin in kJ/mol: 13.96
Kohn-Sham gap in eV: 10.50
Maximum force in hartree/bohr: 0.007
Spin multiplicity: 1

Computed, not measured: a cluster of 2 separate species, C8H8ClN2O2 in total in a non-equilibrium geometry, with ωB97M-V/def2-TZVPD.

```
21
Properties=species:S:1:pos:R:3:mulliken_charge:R:1
C 2.041 -2.145 0.737 -0.200
C 1.339 -1.711 1.793 -0.622
C 1.973 -1.514 -0.460 -0.661
C 0.378 -0.774 1.660 -0.103
C 1.086 -0.475 -0.600 -0.257
C 0.141 -0.163 0.450 -0.120
C -0.368 2.255 -0.312 0.472
C -0.907 0.915 0.318 0.851
N -2.480 1.126 -1.965 -0.578
N -2.432 0.168 -0.886 -0.461
O -0.254 3.181 0.465 -0.689
O 0.013 2.111 -1.472 -0.719
Cl -1.886 1.273 1.690 -0.260
H 2.772 -2.941 0.936 0.289
H 1.578 -2.046 2.813 0.305
H 2.766 -1.734 -1.191 0.312
H -0.292 -0.384 2.571 0.075
H 1.309 0.125 -1.401 0.505
H -1.572 1.534 -1.908 0.360
H -3.234 1.776 -1.858 0.234
H -1.969 -0.577 -1.378 0.270
```

## Properties
Energy above the lowest of the compared OMol25 structures with the same formula, charge and spin in kJ/mol: 204.73
Kohn-Sham gap (spin up / spin down) in eV: 7.70 / 7.70
Maximum force in hartree/bohr: 0.086
Spin multiplicity: 1
Net charge: -1

Computed, not measured: the molecule C21H24FNO4, with ωB97M-V/def2-TZVPD.

```
51
Properties=species:S:1:pos:R:3:mulliken_charge:R:1
C -5.895 -5.416 3.424 -0.961
O -4.591 -5.060 3.044 -0.420
C -4.263 -3.726 2.976 1.263
C -5.180 -2.709 3.210 -0.317
C -4.828 -1.374 3.108 -1.378
C -3.532 -1.018 2.777 0.500
C -3.124 0.427 2.663 -0.907
N -2.240 0.657 1.545 -0.168
C -1.005 1.205 1.693 0.616
O -0.599 1.611 2.768 -0.718
C -0.228 1.280 0.442 -0.743
C 0.979 1.859 0.434 -0.177
C 1.873 2.028 -0.691 0.987
C 3.039 2.776 -0.525 -0.870
C 3.926 2.983 -1.564 -0.390
C 3.668 2.430 -2.815 0.699
O 4.461 2.557 -3.906 -0.325
C 5.618 3.357 -3.829 -0.599
C 6.272 3.383 -5.209 -0.790
C 5.456 4.149 -6.244 -0.310
F 4.349 3.441 -6.631 -0.280
C 2.507 1.671 -2.994 -0.523
C 1.629 1.476 -1.955 -0.664
C -2.608 -2.027 2.556 -0.438
C -2.941 -3.374 2.645 0.246
O -1.905 -4.216 2.369 -0.456
C -1.991 -5.599 2.628 -0.750
H -6.639 -5.059 2.704 0.354
H -5.905 -6.505 3.437 0.254
H -6.144 -5.041 4.422 0.368
H -6.198 -2.953 3.468 0.382
H -5.572 -0.615 3.292 0.332
H -4.016 1.059 2.574 0.326
H -2.566 0.741 3.553 0.311
H -2.523 0.287 0.652 0.252
H -0.677 0.857 -0.445 0.203
H 1.325 2.261 1.379 0.380
H 3.252 3.209 0.441 0.325
H 4.814 3.570 -1.387 0.351
H 6.324 2.936 -3.098 0.408
H 5.359 4.379 -3.516 0.427
H 7.252 3.854 -5.126 0.428
H 6.398 2.356 -5.555 0.270
H 5.097 5.105 -5.848 0.248
H 6.045 4.319 -7.152 0.275
H 2.325 1.250 -3.970 0.427
H 0.744 0.883 -2.121 0.277
H -1.585 -1.787 2.310 0.446
H -0.992 -5.987 2.428 0.288
H -2.711 -6.092 1.973 0.242
H -2.255 -5.799 3.669 0.300
```

## Properties
Energy above the lowest of the compared OMol25 structures with the same formula, charge and spin in kJ/mol: 152.63
Kohn-Sham gap in eV: 8.50
Maximum force in hartree/bohr: 0.015
Spin multiplicity: 1

Computed, not measured: the molecule C5H10O2 in a non-equilibrium geometry, with ωB97M-V/def2-TZVPD.

```
17
Properties=species:S:1:pos:R:3:mulliken_charge:R:1
C 1.248 -1.602 0.232 -1.565
C 0.394 -0.435 0.608 -0.027
C 0.209 0.613 -0.589 -0.240
C 0.371 2.063 -0.222 -1.105
C -0.995 -0.149 -0.041 0.698
O -1.533 -1.087 -0.890 -0.578
O -1.916 0.539 0.768 -0.514
H 1.184 -2.313 1.000 0.404
H 2.219 -1.399 0.106 0.415
H 0.890 -1.985 -0.768 0.316
H 0.442 -0.072 1.687 0.366
H 0.688 0.170 -1.468 0.388
H 0.049 2.772 -1.042 0.291
H 1.410 2.419 0.066 0.267
H -0.268 2.059 0.684 0.238
H -1.692 -1.961 -0.514 0.346
H -2.700 0.369 0.383 0.299
```

## Properties
Energy above the lowest of the compared OMol25 structures with the same formula, charge and spin in kJ/mol: 272.21
Kohn-Sham gap in eV: 9.95
Maximum force in hartree/bohr: 0.096
Spin multiplicity: 1

Computed, not measured: the molecule C5H6N2 in a non-equilibrium geometry, with ωB97M-V/def2-TZVPD.

```
13
Properties=species:S:1:pos:R:3:mulliken_charge:R:1
C 2.588 -0.376 0.036 -0.720
C 1.665 0.589 -0.079 -0.346
C 0.218 0.257 -0.081 0.346
N -0.157 -0.963 -0.077 -0.265
N -1.510 -1.035 0.056 -0.545
C -2.024 0.102 -0.023 -0.244
C -1.006 1.135 0.076 -0.105
H 3.695 -0.102 0.244 0.214
H 2.350 -1.357 0.181 0.373
H 1.979 1.586 -0.210 0.339
H -3.136 0.225 -0.230 0.347
H -0.902 1.959 -0.620 0.383
H -0.958 1.433 1.213 0.223
```

## Properties
Energy above the lowest of the compared OMol25 structures with the same formula, charge and spin in kJ/mol: 268.86
Kohn-Sham gap in eV: 9.43
Maximum force in hartree/bohr: 0.082
Spin multiplicity: 1

Computed, not measured: a structure of composition C4H14N3 in a non-equilibrium geometry, with ωB97M-V/def2-TZVPD.

```
21
Properties=species:S:1:pos:R:3:mulliken_charge:R:1
C 0.380 2.940 0.598 -1.006
C 1.667 -1.484 0.360 -1.016
C -0.419 -1.844 -0.867 -0.562
C -0.218 1.662 0.093 0.230
N -1.545 -1.092 -0.039 -0.389
N -1.433 1.418 -0.246 -0.499
N 0.745 -1.001 -0.673 -0.290
H 0.360 2.710 1.606 0.331
H -0.113 3.985 0.435 0.327
H 1.463 2.849 0.284 0.296
H 1.297 -1.314 1.346 0.365
H 1.955 -2.519 0.211 0.387
H 2.617 -0.948 0.569 0.346
H -0.363 -2.929 -0.542 0.336
H -0.713 -1.871 -1.911 0.387
H 0.508 0.864 0.076 0.252
H -1.243 -1.261 0.889 0.302
H -2.381 -1.557 -0.140 0.309
H -1.669 0.091 -0.196 0.408
H -2.185 2.271 -0.303 0.241
H 1.290 -0.970 -1.551 0.244
```

## Properties
Energy above the lowest of the compared OMol25 structures with the same formula, charge and spin in kJ/mol: 249.11
Kohn-Sham gap in eV: 11.11
Maximum force in hartree/bohr: 0.072
Spin multiplicity: 1
Net charge: +1

Q: Number 1 is which compound?
A: C5H20

Q: maximum force of number 5 (C5H11NO)?
A: 0.007 hartree/bohr